Density functional theory data (ωB97M-V/def2-TZVPD) for a gas-phase ion, C16H15O6S (charge -1) in a non-equilibrium geometry.

Total charge: -1
E_LUMO, hartree: 0.07870
Frontier orbital gap, eV: 6.6985
SMILES: O=C([O-])[C@]1(O)C=C(OCc2ccc3sccc3c2)[C@@H](O)[C@H](O)C1
HOMO level, eV: -4.56

The geometry in XYZ format:
```
38
C16H15O6S, DFT ωB97M-V/def2-TZVPD
O -4.04 2.25 0.79
O -4.98 0.85 -0.61
O 0.15 -0.33 -0.53
O 1.09 1.73 -2.39
O -3.32 1.60 -2.66
O -0.19 4.44 -1.77
S 3.31 -4.97 3.07
C -4.03 1.62 -0.27
C 1.63 -5.08 3.57
C 0.86 -4.09 3.00
C -0.54 0.76 -0.95
C -1.91 0.65 -0.99
C 3.82 -2.71 1.42
C 3.34 -1.65 0.71
C 1.06 -2.10 1.47
C 2.92 -3.53 2.14
C 1.57 -3.19 2.16
C 1.96 -1.31 0.75
C 1.45 -0.06 0.04
C -2.19 3.19 -1.27
C 0.17 2.05 -1.37
C -2.85 1.78 -1.28
C -0.81 3.18 -1.92
H 0.67 0.99 -2.88
H -4.10 1.00 -2.58
H -0.78 5.18 -2.03
H 1.24 -5.84 4.24
H -0.21 -3.95 3.25
H -2.38 -0.31 -0.76
H 4.87 -2.94 1.40
H 4.02 -1.06 0.11
H -0.03 -1.95 1.41
H 2.18 0.26 -0.70
H 1.30 0.73 0.80
H -2.87 3.94 -1.69
H -2.04 3.50 -0.22
H 0.70 2.44 -0.47
H -1.03 2.92 -2.98
```

Mulliken population analysis, charges in e, atoms 1 to 2: number 1, O, carries -0.726; number 2, O, carries -0.803